Below is an isolated molecule of C24H28N6O4S at a distorted geometry, with properties calculated with ωB97M-V/def2-TZVPD.

Atoms and positions in Å:
C: -2.05 -0.26 1.77
H: -2.94 -0.55 2.33
C: -0.87 -1.11 2.20
H: -0.81 -1.14 3.30
H: -1.01 -2.13 1.85
C: 0.45 -0.57 1.65
N: 1.55 -1.47 1.90
C: 2.06 -2.34 1.01
N: 1.81 -2.42 -0.29
C: 2.50 -3.41 -0.87
N: 3.30 -4.29 -0.29
N: 3.56 -4.20 0.98
C: 2.99 -3.23 1.66
C: 3.03 -2.82 3.03
C: 3.73 -3.27 4.14
C: 3.52 -2.63 5.35
C: 2.63 -1.56 5.45
C: 1.92 -1.11 4.35
C: 2.12 -1.74 3.14
H: 1.24 -0.28 4.45
H: 2.49 -1.08 6.40
H: 4.06 -2.96 6.22
H: 4.42 -4.09 4.04
S: 2.28 -3.64 -2.59
C: 2.01 -1.90 -3.15
C: 0.82 -1.27 -2.55
C: 0.69 0.00 -2.03
N: -0.63 0.12 -1.62
C: -1.32 -1.02 -1.88
O: -2.49 -1.25 -1.65
N: -0.40 -1.87 -2.48
H: -0.59 -2.82 -2.73
H: -1.03 0.91 -1.12
C: 1.71 1.03 -1.90
O: 2.86 0.85 -2.24
C: 1.22 2.36 -1.35
H: 2.09 2.94 -1.05
H: 0.58 2.19 -0.49
C: 0.44 3.12 -2.43
H: 1.14 3.44 -3.20
H: -0.27 2.45 -2.91
C: -0.31 4.34 -1.86
H: 0.03 5.25 -2.34
H: -0.09 4.43 -0.79
C: -1.83 4.23 -2.03
C: -2.40 3.03 -1.31
O: -1.83 2.42 -0.43
O: -3.60 2.72 -1.75
C: -4.27 1.60 -1.13
C: -5.71 1.59 -1.60
H: -6.22 2.50 -1.29
H: -5.76 1.51 -2.68
H: -6.22 0.74 -1.16
H: -4.19 1.70 -0.05
H: -3.76 0.67 -1.43
H: -2.10 4.15 -3.09
H: -2.31 5.12 -1.63
H: 1.91 -2.00 -4.23
H: 2.90 -1.32 -2.91
H: 0.38 -0.46 0.56
H: 0.68 0.41 2.09
H: -1.86 0.80 1.95
H: -2.26 -0.40 0.71

As for the energy above the lowest of the compared OMol25 structures with the same formula, charge and spin: 0.0 kJ/mol. The HOMO-LUMO gap is 0.2924 Eh. The charge is 0.

***

Below is a cluster of 7 separate species, C27H60F3NO12S7 in total at a distorted geometry, with properties calculated with ωB97M-V/def2-TZVPD.

Atoms and positions in Å:
C: 5.40 -2.63 1.81
C: 3.94 -2.95 1.51
C: 3.25 -2.20 0.38
C: 1.77 -2.61 0.39
C: 0.95 -2.02 1.55
C: -0.30 -1.23 1.13
C: -0.18 -0.30 -0.08
O: -0.36 1.10 0.24
C: 0.82 1.69 0.58
C: 1.42 2.49 -0.53
O: 1.34 1.54 1.66
N: 3.34 -0.69 0.58
C: 3.71 -0.03 -0.75
C: 4.47 -1.06 -1.53
C: 3.99 -0.87 -3.13
O: 4.12 -1.90 -3.78
O: 3.52 0.25 -3.33
S: 6.24 -0.80 -1.65
O: 6.46 0.22 -2.62
O: 6.95 -2.04 -1.72
C: 6.97 0.06 -0.10
F: 7.60 1.13 -0.47
F: 6.06 0.46 0.81
F: 7.81 -0.73 0.51
C: 3.85 -2.40 -1.05
C: 4.50 -3.75 -1.37
H: 6.03 -2.74 0.94
H: 5.75 -3.30 2.59
H: 5.51 -1.64 2.23
H: 3.85 -4.01 1.30
H: 3.37 -2.79 2.43
H: 1.29 -2.37 -0.56
H: 1.78 -3.70 0.44
H: 1.58 -1.40 2.20
H: 0.60 -2.82 2.19
H: -1.14 -1.90 0.98
H: -0.58 -0.61 1.97
H: 0.77 -0.39 -0.62
H: -0.96 -0.53 -0.80
H: 1.28 3.55 -0.32
H: 0.97 2.27 -1.50
H: 2.49 2.32 -0.55
H: 2.48 -0.27 0.94
H: 4.05 -0.43 1.26
H: 4.24 0.89 -0.55
H: 2.80 0.24 -1.27
H: 2.95 -2.40 -1.67
H: 5.53 -3.67 -1.69
H: 4.46 -4.44 -0.53
H: 3.95 -4.22 -2.18
C: -5.29 0.24 1.80
S: -3.57 0.14 2.28
O: -3.18 -1.29 2.14
C: -3.85 0.44 4.02
H: -5.34 0.03 0.73
H: -5.86 -0.51 2.35
H: -5.67 1.24 2.01
H: -4.52 -0.32 4.41
H: -4.26 1.45 4.15
H: -2.88 0.37 4.52
C: -8.81 -0.14 5.22
S: -8.31 0.40 3.59
O: -7.76 1.77 3.72
C: -9.97 0.55 2.92
H: -7.91 -0.25 5.82
H: -9.47 0.61 5.67
H: -9.32 -1.10 5.14
H: -10.54 1.26 3.52
H: -10.44 -0.43 2.91
H: -9.88 0.93 1.90
C: 6.53 -7.36 -4.46
S: 5.38 -6.34 -3.54
O: 5.85 -6.38 -2.13
C: 4.00 -7.49 -3.64
H: 7.49 -6.84 -4.48
H: 6.64 -8.32 -3.96
H: 6.17 -7.49 -5.48
H: 4.29 -8.44 -3.20
H: 3.71 -7.61 -4.68
H: 3.18 -7.05 -3.07
C: -4.94 1.95 -3.19
S: -3.61 1.13 -2.32
O: -4.20 -0.04 -1.62
C: -3.37 2.40 -1.08
H: -5.27 1.29 -3.99
H: -5.77 2.14 -2.50
H: -4.58 2.89 -3.61
H: -4.30 2.56 -0.54
H: -3.05 3.32 -1.57
H: -2.60 2.07 -0.39
C: -4.86 6.14 4.57
S: -5.71 4.60 4.22
O: -4.66 3.65 3.76
C: -6.55 5.17 2.74
H: -4.23 5.97 5.44
H: -4.25 6.43 3.72
H: -5.60 6.91 4.79
H: -5.82 5.52 2.02
H: -7.25 5.96 3.01
H: -7.10 4.32 2.34
C: 3.26 5.14 -3.81
S: 1.50 5.51 -3.86
O: 0.96 5.17 -2.52
C: 1.06 4.16 -4.96
H: 3.72 5.85 -3.13
H: 3.40 4.12 -3.45
H: 3.68 5.26 -4.81
H: 1.37 3.21 -4.51
H: 1.55 4.30 -5.92
H: -0.02 4.18 -5.08

The HOMO-LUMO gap is 0.3184 Eh. The charge is 0.

***

Below is an isolated molecule of C5H12N2 at a distorted geometry, with properties calculated with ωB97M-V/def2-TZVPD.

Atoms and positions in Å:
C: 2.49 -0.83 0.25
C: 1.43 0.04 0.94
C: 0.57 0.80 -0.11
C: -0.80 0.22 -0.31
C: -1.88 0.96 -0.07
N: -3.20 0.53 -0.19
N: -0.97 -1.08 -0.89
H: 2.00 -1.67 -0.23
H: 3.35 -1.08 0.87
H: 2.93 -0.26 -0.59
H: 1.79 0.77 1.65
H: 0.69 -0.64 1.36
H: 0.39 1.84 0.21
H: 1.08 1.03 -1.05
H: -1.77 1.98 0.26
H: -3.34 -0.32 -0.71
H: -3.80 0.65 0.60
H: -0.57 -1.79 -0.27
H: -0.38 -1.16 -1.71

As for the energy above the lowest of the compared OMol25 structures with the same formula, charge and spin: 106.9 kJ/mol. The HOMO-LUMO gap is 0.3281 Eh. The charge is 0.

***

Below is an isolated molecule of C23H25N9O3 at a distorted geometry, with properties calculated with ωB97M-V/def2-TZVPD.

Atoms and positions in Å:
C: -9.28 0.39 1.25
H: -9.48 1.44 1.05
H: -10.13 -0.04 1.78
H: -8.41 0.32 1.89
C: -9.05 -0.35 -0.07
C: -10.25 -0.21 -1.00
H: -11.15 -0.61 -0.53
H: -10.41 0.84 -1.23
H: -10.07 -0.74 -1.93
H: -8.88 -1.42 0.13
O: -7.94 0.20 -0.76
C: -6.68 -0.11 -0.41
C: -6.30 -1.03 0.57
C: -4.95 -1.29 0.80
C: -3.96 -0.62 0.08
C: -4.35 0.33 -0.87
C: -5.67 0.57 -1.12
H: -5.98 1.28 -1.86
H: -3.58 0.85 -1.42
C: -2.57 -0.91 0.31
N: -1.66 -0.23 -0.26
N: -0.37 -0.56 -0.09
C: 0.64 0.15 -0.68
O: 0.49 1.17 -1.32
C: 1.95 -0.50 -0.48
C: 3.18 -0.10 -1.00
N: 4.02 -1.10 -0.60
C: 5.36 -1.29 -0.88
N: 6.01 -0.78 -1.89
O: 7.26 -1.24 -1.80
N: 7.42 -2.06 -0.74
C: 6.26 -2.13 -0.13
N: 5.98 -2.79 1.01
H: 6.65 -3.46 1.33
H: 4.99 -2.95 1.19
N: 3.34 -2.02 0.11
N: 2.12 -1.67 0.17
C: 3.62 1.22 -1.53
N: 4.05 2.04 -0.41
C: 5.26 1.64 0.19
C: 5.34 1.15 1.49
C: 6.57 0.75 2.01
C: 7.72 0.85 1.26
C: 7.65 1.37 -0.03
C: 6.44 1.77 -0.56
H: 6.39 2.16 -1.56
H: 8.55 1.46 -0.62
H: 8.66 0.53 1.66
H: 6.61 0.35 3.01
H: 4.46 1.05 2.09
C: 2.98 2.47 0.47
H: 2.50 1.65 1.03
H: 2.22 2.95 -0.14
H: 3.38 3.19 1.17
H: 4.45 1.09 -2.23
H: 2.77 1.71 -2.02
H: -0.11 -1.39 0.46
H: -2.33 -1.75 0.98
H: -4.68 -2.01 1.55
H: -7.03 -1.57 1.15

As for the energy above the lowest of the compared OMol25 structures with the same formula, charge and spin: 0.0 kJ/mol. The HOMO-LUMO gap is 0.2950 Eh. The charge is 0.

***

Below is an isolated molecule of C4H6S at a distorted geometry, with properties calculated with ωB97M-V/def2-TZVPD.

Atoms and positions in Å:
C: 1.17 0.64 1.52
C: 0.88 0.01 0.38
C: -0.46 -0.23 -0.15
C: -0.84 -0.75 -1.41
H: 2.07 0.77 2.05
H: 0.24 1.05 2.14
H: 1.77 -0.22 -0.24
H: -1.34 -0.25 0.62
H: -0.22 -0.82 -2.28
H: -1.83 -1.24 -1.49
S: -1.42 1.06 -1.13

As for the energy above the lowest of the compared OMol25 structures with the same formula, charge and spin: 164.0 kJ/mol. The HOMO-LUMO gap is 0.3420 Eh. The charge is 0.

***

Below is a cluster of 5 separate species, C35H75I2N4O5 in total at a distorted geometry, with properties calculated with ωB97M-V/def2-TZVPD.

Atoms and positions in Å:
C: 1.60 -5.72 0.70
C: 2.90 -4.93 0.45
C: 3.27 -4.79 -1.04
C: 3.71 -3.36 -1.36
N: 2.49 -2.55 -1.51
C: 2.68 -1.19 -1.78
C: 3.87 -0.54 -1.61
C: 3.95 0.81 -1.97
N: 5.12 1.55 -1.81
N: 2.88 1.43 -2.46
C: 2.91 2.88 -2.78
C: 2.80 3.72 -1.50
C: 2.03 5.02 -1.70
C: 2.28 5.99 -0.57
C: 3.64 6.68 -0.64
C: 4.02 7.41 0.63
C: 5.36 8.15 0.44
C: 6.56 7.20 0.34
C: 7.57 7.31 1.50
C: 6.92 7.37 2.87
C: 7.94 7.26 4.00
O: 8.83 6.17 3.86
C: 8.19 4.91 3.94
N: 1.71 0.84 -2.68
C: 1.62 -0.42 -2.36
C: 0.26 -1.01 -2.62
I: -0.68 -1.60 -0.75
C: 0.18 -2.10 -3.74
C: -0.13 -3.53 -3.34
I: 1.90 -2.02 -5.06
H: 0.80 -5.05 1.01
H: 1.26 -6.22 -0.20
H: 1.73 -6.43 1.51
H: 2.76 -3.95 0.90
H: 3.72 -5.38 0.99
H: 2.42 -5.06 -1.66
H: 4.11 -5.44 -1.22
H: 4.32 -3.05 -0.51
H: 4.28 -3.36 -2.28
H: 2.01 -2.59 -0.61
H: 4.75 -1.01 -1.21
H: 5.53 1.78 -2.71
H: 5.82 1.00 -1.31
H: 2.03 3.09 -3.38
H: 3.79 3.12 -3.36
H: 3.79 3.90 -1.09
H: 2.29 3.11 -0.75
H: 2.28 5.46 -2.66
H: 0.97 4.77 -1.67
H: 2.13 5.52 0.40
H: 1.52 6.77 -0.64
H: 3.59 7.43 -1.43
H: 4.42 5.97 -0.92
H: 4.13 6.72 1.47
H: 3.26 8.14 0.90
H: 5.51 8.90 1.20
H: 5.27 8.69 -0.50
H: 7.11 7.43 -0.57
H: 6.23 6.16 0.29
H: 8.22 8.17 1.34
H: 8.20 6.42 1.49
H: 6.41 8.32 3.02
H: 6.18 6.58 2.97
H: 7.41 7.22 4.95
H: 8.56 8.15 3.99
H: 8.87 4.21 4.39
H: 7.90 4.59 2.94
H: 7.30 4.97 4.57
H: -0.39 -0.21 -2.93
H: -0.62 -1.79 -4.39
H: -1.20 -3.62 -3.16
H: 0.43 -3.87 -2.48
H: 0.10 -4.18 -4.18
C: -3.99 0.75 1.03
C: -3.96 1.89 0.03
C: -4.95 1.66 -1.10
O: -2.64 2.05 -0.50
H: -3.71 -0.19 0.55
H: -3.27 0.93 1.83
H: -4.98 0.62 1.47
H: -4.20 2.82 0.53
H: -4.70 0.74 -1.65
H: -4.92 2.48 -1.82
H: -5.97 1.56 -0.73
H: -2.42 1.23 -0.95
C: -4.58 -2.31 -2.71
C: -5.01 -3.76 -2.70
C: -6.03 -4.02 -1.60
O: -3.87 -4.60 -2.50
H: -4.12 -2.04 -1.76
H: -3.84 -2.14 -3.50
H: -5.43 -1.64 -2.88
H: -5.43 -4.04 -3.66
H: -5.61 -3.79 -0.62
H: -6.33 -5.06 -1.59
H: -6.92 -3.40 -1.74
H: -3.49 -4.38 -1.65
C: -5.35 -6.83 1.40
C: -6.77 -7.00 1.91
C: -7.18 -8.46 1.93
O: -7.67 -6.25 1.09
H: -5.26 -7.19 0.37
H: -5.07 -5.77 1.39
H: -4.63 -7.37 2.01
H: -6.85 -6.59 2.92
H: -7.15 -8.88 0.92
H: -8.20 -8.57 2.29
H: -6.52 -9.05 2.56
H: -7.62 -6.60 0.20
C: -7.05 -3.17 4.51
C: -6.88 -2.34 3.25
C: -8.12 -2.39 2.37
O: -5.75 -2.80 2.50
H: -7.23 -4.22 4.25
H: -6.15 -3.13 5.12
H: -7.89 -2.81 5.10
H: -6.66 -1.30 3.52
H: -8.32 -3.41 2.05
H: -7.98 -1.79 1.47
H: -9.00 -2.01 2.90
H: -5.93 -3.72 2.25

As for the energy above the lowest of the compared OMol25 structures with the same formula, charge and spin: 0.0 kJ/mol. The HOMO-LUMO gap is 0.2740 Eh. The charge is +1.

***

Below is a structure of composition C22H23CrN4OS4Se, with properties calculated with ωB97M-V/def2-TZVPD.

Atoms and positions in Å:
Cr: 0.94 -0.05 0.20
O: -3.51 -4.69 2.34
C: -2.68 -3.88 2.01
S: -1.25 -4.24 1.03
C: -0.65 -2.60 0.92
C: -1.35 -1.65 1.55
S: -0.98 0.06 1.42
S: -2.79 -2.15 2.42
S: 0.72 -2.24 -0.12
C: -3.85 -1.56 -2.33
C: -2.57 -1.33 -1.51
N: -1.86 -0.16 -2.01
C: -2.64 1.04 -1.79
C: -4.03 0.90 -2.48
N: -4.00 -0.39 -3.27
C: -2.85 -0.37 -4.25
C: -1.55 -0.33 -3.42
H: -4.76 -1.59 -1.73
H: -3.81 -2.45 -2.96
H: -1.91 -2.19 -1.57
H: -2.81 -1.17 -0.46
H: -2.10 1.89 -2.20
H: -2.76 1.18 -0.72
H: -4.25 1.70 -3.19
H: -4.85 0.81 -1.78
H: -4.87 -0.48 -3.78
H: -3.00 0.50 -4.88
H: -2.95 -1.27 -4.86
H: -0.91 0.49 -3.75
H: -0.97 -1.24 -3.55
C: 2.52 -0.93 5.24
C: 2.43 0.44 5.02
C: 2.36 0.94 3.73
C: 2.38 0.07 2.64
C: 2.48 -1.30 2.86
C: 2.54 -1.79 4.15
N: 2.23 0.58 1.32
C: 2.91 1.78 1.02
C: 4.28 1.90 1.25
C: 4.94 3.06 0.89
C: 4.25 4.11 0.29
C: 2.89 4.00 0.06
C: 2.22 2.84 0.44
H: 2.58 -1.32 6.25
H: 2.41 1.12 5.86
H: 2.27 2.00 3.56
H: 2.51 -1.98 2.01
H: 2.62 -2.86 4.31
H: 4.82 1.07 1.69
H: 6.01 3.15 1.07
H: 4.78 5.02 0.01
H: 2.35 4.81 -0.39
H: 1.14 2.77 0.30
Se: 2.01 0.53 -1.96
C: 1.60 -0.87 -3.09
N: 1.32 -1.71 -3.83

The multiplicity is 2. As for the energy above the lowest of the compared OMol25 structures with the same formula, charge and spin: 17.0 kJ/mol. Its expectation value of S² is 0.77. The HOMO-LUMO gap (alpha / beta) is 0.2301 / 0.2312 Eh. The charge is 0.